## 1
# C2H6N2S2

An isolated molecule of C2H6N2S2 (ωB97M-V with the def2-TZVPD basis set, OMol25).

Results
SMILES string ... CN(S)/C=N\S
LUMO energy ... 0.02012 hartree
Gap between HOMO and LUMO ... 8.79 eV

```
12
C2H6N2S2, DFT ωB97M-V with the def2-TZVPD basis set
C -1.7001 0.0592 -0.7385
C 0.3435 0.7666 0.5145
H -2.2156 0.9651 -0.5013
H -2.0964 -0.6443 0.1579
H -2.0959 -0.1672 -1.7554
H 0.1531 -2.1477 0.1169
H -0.4181 1.4651 0.7906
H 3.5125 0.2632 1.6747
N -0.2422 0.1487 -0.6587
N 1.4469 0.7468 1.1375
S 0.5287 -1.4608 -1.1320
S 2.7836 0.0055 0.3937
```

Charges obtained by Mulliken population analysis, quoted in units of e: -0.746, 0.154, 0.330, 0.286, 0.271, 0.172, 0.278, 0.164, -0.214, -0.364, -0.184, -0.148

=====

## 2
# C2H6N2S2

A structure of composition C2H6N2S2 (ωB97M-V with the def2-TZVPD basis set, OMol25).

Results
LUMO energy ... 0.00307 hartree
Gap between HOMO and LUMO ... 8.32 eV

```
12
C2H6N2S2, DFT ωB97M-V with the def2-TZVPD basis set
C -0.4234 -1.0671 1.2100
C 0.3126 1.2291 0.4228
H -0.0777 -2.2281 0.6197
H 0.0673 -0.7399 2.5172
H -1.7764 -1.3556 1.4543
H -0.3066 -0.3596 -2.3622
H -0.1366 1.6150 1.3009
H 1.5705 -0.0315 -1.7233
N 0.0229 -0.1821 0.2581
N 0.7789 1.9446 -0.6181
S -1.1533 -0.1366 -1.0668
S 1.1217 1.3119 -2.0125
```

Charges obtained by Mulliken population analysis, quoted in units of e: -0.674, 0.101, 0.240, 0.243, 0.222, 0.164, 0.423, 0.170, -0.193, -0.362, -0.130, -0.204

=====

## 3
# C2H6N2S2

An isolated molecule of C2H6N2S2 (ωB97M-V with the def2-TZVPD basis set, OMol25).

Results
SMILES string ... [H]/N=C(/NS)SC
LUMO energy ... 0.02098 hartree
Gap between HOMO and LUMO ... 9.58 eV

```
12
C2H6N2S2, DFT ωB97M-V with the def2-TZVPD basis set
C 0.7053 -1.4375 0.2166
C 0.3512 1.0902 -0.1623
H -0.2337 -1.8875 0.0805
H 0.7979 -0.9371 1.2061
H 1.3768 -2.3443 0.1583
H 1.6341 2.4754 -0.5790
H -1.4650 1.4680 0.8098
H -2.0524 -1.3385 -0.2551
N 0.6614 2.3727 -0.2774
N -0.9910 0.7209 0.3388
S 1.3324 -0.2056 -0.8256
S -2.1169 0.0232 -0.7107
```

Charges obtained by Mulliken population analysis, quoted in units of e: -0.728, 0.432, 0.166, 0.309, 0.308, 0.263, 0.319, 0.116, -0.661, -0.349, -0.053, -0.120

=====

Verdict on stability: 3 comes out on top.